{"formula": "C18H24N4O6Pd", "method": "wB97M-V/def2-TZVPD", "energy_ev": -40780.7654, "charge": 0, "relative_energy_ev": 0.4514, "max_force_ev_per_a": 0.40, "species": ["Pd", "O", "O", "O", "O", "O", "O", "N", "N", "N", "N", "C", "C", "C", "C", "C", "C", "C", "C", "C", "C", "C", "C", "C", "C", "C", "C", "C", "C", "H", "H", "H", "H", "H", "H", "H", "H", "H", "H", "H", "H", "H", "H", "H", "H", "H", "H", "H", "H", "H", "H", "H", "H"], "positions_angstrom": [[-1.01856, 1.00380, -1.31830], [-0.84534, 0.62363, -3.23008], [-0.41510, 1.72181, -5.11459], [-1.36440, 4.05649, -3.64283], [-2.35922, 0.20971, 5.36023], [-0.73895, 2.89926, -1.84060], [-2.95175, -4.97127, 1.63661], [-1.33075, 1.26287, 0.65727], [2.36273, 0.49630, -1.52373], [1.74019, 1.52420, -0.77171], [-1.55651, -0.86689, -0.80776], [-2.02441, 0.21748, 2.67794], [-2.31415, -3.04714, -1.33002], [-2.00103, -1.00989, 0.45709], [-2.05013, 1.49173, 4.85253], [-1.30159, 2.49295, 2.67932], [3.81744, 0.33384, -1.36611], [-1.78237, 1.39234, 3.37738], [-1.08881, 2.39232, 1.31794], [-2.61683, -2.17163, 0.86997], [-2.78086, -3.21676, -0.03767], [-3.45663, -4.49158, 0.40271], [-1.79016, 0.18678, 1.31555], [4.22572, 0.02311, 0.07894], [-0.71200, 1.72623, -3.94892], [-1.70982, -1.85032, -1.68745], [4.19798, -0.83457, -2.26966], [4.50900, 1.60570, -1.84634], [-0.98567, 3.03443, -3.13187], [-2.59118, 0.28766, 6.28981], [3.71378, -0.87299, 0.43921], [4.15607, 1.87117, -2.84369], [-2.42453, -3.83050, -2.06799], [-2.97773, -2.27571, 1.88383], [-2.88314, 2.18827, 5.00182], [-1.34151, -1.64432, -2.68554], [-1.08988, 3.42513, 3.18687], [-2.01045, -5.15025, 1.53865], [-2.38349, -0.65423, 3.20309], [3.99290, 0.85069, 0.75314], [2.11534, 1.58701, 0.17429], [1.89389, 2.40763, -1.24075], [-0.73751, 3.21839, 0.71205], [5.30078, -0.15234, 0.14661], [-4.51643, -4.30059, 0.57598], [-3.37893, -5.24454, -0.38663], [5.27677, -0.99518, -2.25872], [3.71723, -1.75788, -1.93472], [3.87841, -0.63491, -3.29228], [4.32004, 2.44528, -1.17512], [1.89252, -0.37193, -1.29533], [5.58855, 1.45357, -1.88745], [-1.16953, 1.91562, 5.34703]], "forces_ev_per_angstrom": [[-0.1058, 0.0387, -0.2172], [0.0776, 0.1672, -0.0917], [-0.0784, 0.1980, 0.0420], [0.1461, -0.0906, -0.1305], [-0.0035, 0.0076, 0.0140], [-0.2002, -0.1099, -0.0576], [-0.0038, 0.0555, 0.0103], [0.0303, 0.0682, 0.1929], [0.0309, 0.0789, 0.0242], [0.2690, -0.1622, 0.2424], [-0.2018, -0.0328, -0.0190], [-0.0147, 0.0355, 0.0673], [0.0271, 0.0270, -0.0441], [0.1026, 0.1758, 0.0676], [-0.0023, -0.0068, -0.0015], [0.0107, -0.0051, -0.0128], [-0.0171, -0.0349, 0.0249], [-0.0118, -0.0608, -0.0357], [-0.0682, 0.0630, 0.0252], [0.0147, -0.0868, 0.0124], [-0.0041, 0.0519, 0.0759], [0.0284, -0.0172, 0.0216], [0.0305, -0.1456, -0.1451], [0.0070, 0.0052, -0.0147], [-0.0875, -0.2278, 0.0323], [0.0140, -0.0945, 0.0575], [-0.0128, 0.0056, -0.0018], [0.0152, -0.0103, -0.0258], [0.1154, 0.0850, 0.1026], [0.0021, 0.0003, -0.0123], [0.0064, -0.0045, -0.0023], [0.0013, -0.0056, 0.0025], [0.0141, -0.0011, -0.0024], [0.0040, -0.0312, -0.0070], [0.0028, 0.0038, 0.0130], [-0.0247, 0.0257, -0.0109], [-0.0145, 0.0114, -0.0162], [-0.0140, -0.0392, -0.0099], [0.0002, 0.0104, 0.0120], [0.0032, -0.0067, 0.0052], [0.0828, 0.0660, -0.0648], [-0.1686, -0.0004, -0.0340], [0.0265, -0.0081, -0.0141], [0.0025, 0.0112, 0.0070], [-0.0104, -0.0057, -0.0312], [0.0087, -0.0033, 0.0006], [-0.0013, -0.0114, 0.0093], [-0.0068, 0.0015, -0.0020], [0.0087, 0.0020, -0.0023], [-0.0203, 0.0005, -0.0050], [-0.0209, 0.0067, -0.0566], [0.0044, 0.0065, 0.0129], [0.0063, -0.0065, -0.0070]]}